<P>
The following is a quantum chemistry calculation of a 2-piece molecular cluster, C3H12N3O overall, from the OMol25 dataset.

Atoms and positions in Å:
O (-1.020, 0.530, -2.053)
N (0.425, -0.080, 0.348)
N (0.927, -1.745, 1.839)
N (2.597, -0.930, 0.476)
C (-1.400, 1.899, -1.933)
C (-1.004, 0.092, 0.929)
C (1.261, -0.951, 0.858)
H (3.218, -0.116, 0.735)
H (-1.706, -0.042, -2.313)
H (-0.079, -2.060, 2.008)
H (1.611, -2.181, 2.380)
H (-1.400, 1.050, 0.434)
H (-1.357, 2.073, -3.043)
H (-2.403, 1.998, -1.338)
H (0.568, 0.168, -0.633)
H (-1.534, -0.707, 0.475)
H (-0.691, 2.613, -1.383)
H (-1.132, 0.192, 2.017)
H (3.120, -1.804, 0.198)

* HOMO energy: -13.889 eV
* spin multiplicity: 1
* frontier orbital gap: 10.901 eV
* charge: +1

Atom charges from the Löwdin analysis, given in e for atoms 1 to 4: atom 1 (O): -0.163, atom 2 (N): 0.085, atom 3 (N): 0.220, atom 4 (N): 0.131

=====

<Q>
The following is a quantum chemistry calculation of a 2-piece molecular cluster, C3H12N3O overall, from the OMol25 dataset.

Atoms and positions in Å:
O (-2.993, 1.728, 3.135)
N (0.852, 0.033, -0.502)
N (-0.054, 1.323, 1.196)
N (-1.421, -0.153, 0.035)
C (2.417, -1.456, -1.736)
C (0.972, -0.904, -1.590)
C (-0.225, 0.412, 0.228)
H (-0.813, 1.433, 1.873)
H (0.651, -0.426, -2.535)
H (2.419, -2.413, -2.285)
H (-2.177, 0.480, 0.307)
H (-3.246, 0.819, 3.416)
H (0.296, -1.759, -1.398)
H (2.760, -1.643, -0.704)
H (0.915, 1.478, 1.484)
H (-1.528, -0.755, -0.785)
H (1.671, 0.621, -0.326)
H (3.128, -0.768, -2.224)
H (-3.624, 1.949, 2.413)

* HOMO energy: -14.599 eV
* spin multiplicity: 1
* frontier orbital gap: 11.564 eV
* charge: +1

Atom charges from the Löwdin analysis, given in e for atoms 1 to 4: atom 1 (O): -0.076, atom 2 (N): 0.060, atom 3 (N): 0.203, atom 4 (N): 0.209

=====

In order of decreasing stability: <Q>, <P>.

=====

<P>
The following is a quantum chemistry calculation of C3H12N3O as an isolated structure, from the OMol25 dataset.

Atoms and positions in Å:
O (0.827, -1.730, 1.068)
N (-0.821, -1.086, -2.110)
N (1.333, -0.365, -1.460)
N (-0.359, 1.180, -2.152)
C (-0.370, 0.861, 2.451)
C (0.053, -0.148, -1.938)
C (-1.656, 0.886, 2.046)
H (-0.359, -1.979, -1.887)
H (-2.044, 0.718, 1.038)
H (-0.366, 1.129, 3.509)
H (1.162, 0.379, -0.193)
H (0.135, 1.685, -2.874)
H (-1.361, 1.209, -2.254)
H (1.972, 0.192, -2.047)
H (0.819, -2.657, 1.361)
H (-2.410, 1.021, 2.792)
H (1.759, 0.183, 0.336)
H (1.260, -1.695, 0.222)
H (0.429, 0.217, 2.090)

* HOMO energy: -13.090 eV
* spin multiplicity: 1
* frontier orbital gap: 4.108 eV
* charge: +1

Atom charges from the Löwdin analysis, given in e for atoms 1 to 4: atom 1 (O): -0.063, atom 2 (N): 0.284, atom 3 (N): 0.204, atom 4 (N): 0.129

=====

<Q>
The following is a quantum chemistry calculation of a 2-piece molecular cluster, C3H12N3O overall, from the OMol25 dataset.

Atoms and positions in Å:
O (-0.256, 1.679, -2.577)
N (0.383, -0.259, -0.287)
N (-0.952, -1.554, 1.094)
N (-1.095, -1.676, -1.233)
C (-0.500, -1.227, -0.111)
C (0.624, 1.124, 1.848)
C (1.267, 0.359, 0.703)
H (0.523, 2.197, 1.747)
H (-1.177, -0.968, -1.947)
H (1.253, 0.966, 2.728)
H (-1.796, -2.398, -1.229)
H (-1.481, -2.394, 1.241)
H (-0.320, 0.692, 2.187)
H (2.007, -0.390, 1.002)
H (-0.911, 1.750, -3.314)
H (-0.524, -1.275, 1.974)
H (0.434, 2.309, -2.762)
H (0.586, 0.020, -1.236)
H (1.933, 1.043, 0.174)

* HOMO energy: -14.454 eV
* spin multiplicity: 1
* frontier orbital gap: 11.549 eV
* charge: +1

Atom charges from the Löwdin analysis, given in e for atoms 1 to 4: atom 1 (O): -0.059, atom 2 (N): 0.086, atom 3 (N): 0.224, atom 4 (N): 0.197

=====

In order of decreasing stability: <Q>, <P>.

=====

<P>
The following is a quantum chemistry calculation of a 2-piece molecular cluster, C4H11N2O overall, from the OMol25 dataset.

Atoms and positions in Å:
O (1.743, 0.780, -0.200)
N (-0.329, -0.480, -0.859)
N (3.437, -0.413, 0.944)
C (-2.667, -0.956, -0.427)
C (-1.554, 0.050, -0.634)
C (-1.857, 1.372, -0.657)
C (2.133, 0.327, 1.020)
H (-2.950, -1.357, -1.406)
H (-2.852, 1.724, -0.425)
H (-3.574, -0.543, 0.014)
H (2.268, 1.169, 1.732)
H (1.404, -0.370, 1.464)
H (3.682, -0.374, -0.038)
H (4.145, 0.083, 1.473)
H (-2.328, -1.806, 0.171)
H (-1.094, 2.105, -0.889)
H (0.648, 0.166, -0.577)
H (-0.255, -1.477, -0.706)

* HOMO energy: -3.091 eV
* spin multiplicity: 1
* frontier orbital gap: 7.178 eV
* charge: -1

Atom charges from the Löwdin analysis, given in e for atoms 1 to 4: atom 1 (O): -0.281, atom 2 (N): 0.037, atom 3 (N): -0.037, atom 4 (C): -0.096

=====

<Q>
The following is a quantum chemistry calculation of C4H11N2O as an isolated structure, from the OMol25 dataset.

Atoms and positions in Å:
O (-2.663, 0.139, 1.131)
N (2.033, 0.726, -1.180)
N (2.314, -0.979, 1.019)
C (-2.139, 0.430, -0.048)
C (-1.950, -0.764, -1.029)
C (1.312, 0.971, -0.150)
C (1.286, 0.052, 1.099)
H (-0.972, -1.246, -0.966)
H (-2.736, -1.481, -0.767)
H (-2.778, 1.184, -0.583)
H (3.165, -0.616, 1.424)
H (1.415, 0.668, 1.991)
H (-2.127, -0.449, -2.062)
H (0.838, 1.939, 0.088)
H (1.244, -0.056, -1.090)
H (0.330, -0.474, 1.124)
H (-1.138, 0.952, -0.030)
H (2.564, -0.996, 0.028)

* HOMO energy: -2.463 eV
* spin multiplicity: 1
* frontier orbital gap: 6.228 eV
* charge: -1

Atom charges from the Löwdin analysis, given in e for atoms 1 to 4: atom 1 (O): -0.354, atom 2 (N): 0.037, atom 3 (N): -0.032, atom 4 (C): -0.640

=====

In order of decreasing stability: <P>, <Q>.

=====

<P>
The following is a quantum chemistry calculation of a 2-piece molecular cluster, C2H2OS2 overall, from the OMol25 dataset.

Atoms and positions in Å:
S (-2.623, 0.846, -0.083)
S (0.304, 1.039, 0.533)
O (-1.276, -2.713, 0.487)
C (-0.672, -1.902, 0.005)
C (-1.165, 0.324, 0.245)
H (0.328, -2.012, -0.595)
H (0.026, 2.435, 0.166)

* HOMO energy: -7.856 eV
* spin multiplicity: 1
* frontier orbital gap: 7.435 eV

Atom charges from the Löwdin analysis, given in e for atoms 1 to 4: atom 1 (S): 0.597, atom 2 (S): 0.668, atom 3 (O): 0.119, atom 4 (C): -0.165

=====

<Q>
The following is a quantum chemistry calculation of one molecule with the formula C2H2OS2, from the OMol25 dataset.

Atoms and positions in Å:
S (0.370, 1.771, -0.094)
S (-1.910, -0.186, -0.202)
O (1.891, -0.777, -0.363)
C (-0.352, 0.102, -0.142)
C (0.677, -1.004, 0.151)
H (0.181, -2.066, 0.562)
H (-0.858, 2.161, 0.088)

* HOMO energy: -9.553 eV
* spin multiplicity: 1
* frontier orbital gap: 7.852 eV

Atom charges from the Löwdin analysis, given in e for atoms 1 to 4: atom 1 (S): 0.770, atom 2 (S): 0.723, atom 3 (O): -0.074, atom 4 (C): -1.176

=====

In order of decreasing stability: <Q>, <P>.

=====

<P>
The following is a quantum chemistry calculation of a 2-piece molecular cluster, C4H12OS overall, from the OMol25 dataset.

Atoms and positions in Å:
S (1.044, 0.057, 1.211)
O (-1.313, 2.428, -0.447)
C (-0.019, 0.022, 2.762)
C (-0.071, -0.980, 0.153)
C (0.554, 0.236, -1.981)
C (0.484, -1.124, -1.329)
H (-1.439, 1.592, -0.809)
H (0.010, -1.964, 0.655)
H (0.635, 0.364, 3.573)
H (1.218, 0.275, -2.891)
H (-0.313, 0.392, -2.609)
H (1.501, -1.468, -1.277)
H (0.854, 1.066, -1.244)
H (-1.123, -0.612, 0.154)
H (-0.692, 2.144, 0.267)
H (-1.055, 0.433, 2.579)
H (-0.130, -1.844, -1.822)
H (-0.144, -1.015, 3.056)

* HOMO energy: -8.922 eV
* spin multiplicity: 1
* frontier orbital gap: 9.742 eV

Atom charges from the Löwdin analysis, given in e for atoms 1 to 4: atom 1 (S): 0.756, atom 2 (O): -0.052, atom 3 (C): -0.383, atom 4 (C): -0.486

=====

<Q>
The following is a quantum chemistry calculation of a 2-piece molecular cluster, C4H12OS overall, from the OMol25 dataset.

Atoms and positions in Å:
S (0.431, 0.295, 1.611)
O (-1.941, 1.752, -1.409)
C (-0.004, -1.550, -1.732)
C (0.213, 1.720, 0.444)
C (1.133, -1.040, 0.525)
C (0.162, -1.890, -0.238)
H (0.050, -0.560, -2.166)
H (-0.838, -2.122, -2.126)
H (1.970, -0.663, -0.067)
H (0.504, 1.401, -0.547)
H (0.907, 2.524, 0.706)
H (-0.819, 2.027, 0.506)
H (0.282, -2.962, -0.151)
H (1.621, -1.578, 1.337)
H (-1.715, 0.957, -1.923)
H (-2.080, 2.524, -1.966)
H (-0.816, -1.813, 0.267)
H (0.828, -2.080, -2.209)

* HOMO energy: -8.253 eV
* spin multiplicity: 1
* frontier orbital gap: 8.976 eV

Atom charges from the Löwdin analysis, given in e for atoms 1 to 4: atom 1 (S): 0.780, atom 2 (O): -0.068, atom 3 (C): -0.111, atom 4 (C): -0.400

=====

<R>
The following is a quantum chemistry calculation of a 2-piece molecular cluster, C4H12OS overall, from the OMol25 dataset.

Atoms and positions in Å:
S (-2.426, -3.818, -1.642)
O (4.513, 3.171, 2.402)
C (-3.110, -2.228, -2.412)
C (3.205, 2.764, 2.517)
C (3.021, 1.795, 3.739)
C (-3.567, -2.236, -3.868)
H (3.991, 1.892, 4.349)
H (2.206, 2.309, 4.303)
H (-3.870, -3.209, -4.242)
H (-2.775, -1.654, -4.434)
H (-2.372, -1.505, -2.242)
H (-3.201, -4.668, -2.223)
H (2.621, 0.842, 3.422)
H (-3.908, -1.821, -1.596)
H (2.541, 3.786, 2.792)
H (-4.415, -1.575, -3.931)
H (4.645, 3.677, 1.529)
H (2.903, 2.479, 1.540)

* HOMO energy: -8.986 eV
* spin multiplicity: 1
* frontier orbital gap: 9.923 eV

Atom charges from the Löwdin analysis, given in e for atoms 1 to 4: atom 1 (S): 0.646, atom 2 (O): -0.123, atom 3 (C): -0.590, atom 4 (C): -0.377

=====

In order of decreasing stability: <Q>, <P>, <R>.

=====

<P>
The following is a quantum chemistry calculation of one molecule with the formula C4H5ClN2O, from the OMol25 dataset.

Atoms and positions in Å:
Cl (1.540, 1.083, -1.293)
O (-1.179, -0.080, 2.762)
N (-0.484, -1.178, -2.046)
N (0.316, 0.586, 1.070)
C (-0.850, -0.129, 1.419)
C (-1.322, -0.898, 0.406)
C (0.512, 0.197, -0.217)
C (-0.455, -0.677, -0.642)
H (-2.256, -1.432, 0.406)
H (1.203, 0.939, 1.691)
H (-1.800, -0.789, 3.001)
H (-0.697, -2.164, -1.950)
H (0.659, -1.142, -2.219)

* HOMO energy: -7.497 eV
* spin multiplicity: 1
* frontier orbital gap: 8.123 eV

Atom charges from the Löwdin analysis, given in e for atoms 1 to 4: atom 1 (Cl): 0.663, atom 2 (O): 0.044, atom 3 (N): 0.041, atom 4 (N): 0.073

=====

<Q>
The following is a quantum chemistry calculation of one molecule with the formula C4H5ClN2O, from the OMol25 dataset.

Atoms and positions in Å:
Cl (2.519, -0.029, -0.335)
O (-2.188, 0.032, -0.523)
N (0.497, -2.108, 0.323)
N (-0.384, 2.265, -0.066)
C (0.001, -1.029, -0.057)
C (0.298, 1.334, 0.421)
C (-1.462, -0.892, -0.320)
C (0.774, 0.188, -0.360)
H (0.440, 0.188, -1.416)
H (-0.677, 2.960, 0.544)
H (-1.945, -1.991, -0.158)
H (0.595, 1.226, 1.488)
H (1.532, -2.144, 0.458)

* HOMO energy: -10.001 eV
* spin multiplicity: 1
* frontier orbital gap: 9.579 eV

Atom charges from the Löwdin analysis, given in e for atoms 1 to 4: atom 1 (Cl): 0.690, atom 2 (O): 0.089, atom 3 (N): 0.177, atom 4 (N): 0.159

=====

<R>
The following is a quantum chemistry calculation of a 2-piece molecular cluster, C4H5ClN2O overall, from the OMol25 dataset.

Atoms and positions in Å:
Cl (-0.044, 2.350, -0.376)
O (-2.988, -0.286, -0.060)
N (1.449, -1.414, 0.019)
N (0.190, -1.209, -0.395)
C (-0.534, 0.927, 0.602)
C (-1.910, -0.774, -0.473)
C (-0.654, -0.329, -0.231)
C (2.400, -0.252, -0.250)
H (-2.113, -1.720, -0.944)
H (2.269, 1.150, -1.094)
H (3.160, -0.440, 0.606)
H (-1.426, 1.170, 1.085)
H (0.200, 0.826, 1.510)

* HOMO energy: -9.528 eV
* spin multiplicity: 1
* frontier orbital gap: 8.053 eV

Atom charges from the Löwdin analysis, given in e for atoms 1 to 4: atom 1 (Cl): 0.547, atom 2 (O): 0.038, atom 3 (N): 0.002, atom 4 (N): 0.001

=====

In order of decreasing stability: <P>, <Q>, <R>.

=====

<P>
The following is a quantum chemistry calculation of C8H14N3S as an isolated structure, from the OMol25 dataset.

Atoms and positions in Å:
S (1.413, -1.199, -2.610)
N (2.650, -2.061, -0.535)
N (-0.072, 1.414, -0.054)
N (-2.855, -1.051, -0.292)
C (1.646, -1.307, -0.030)
C (0.894, -0.690, -0.975)
C (-1.679, -0.733, 0.416)
C (-0.332, 1.082, 1.418)
C (-0.329, 0.163, -0.809)
C (2.679, -2.137, -1.807)
C (-1.698, 0.411, 1.490)
C (1.295, 1.880, -0.164)
H (-3.691, -0.719, 0.174)
H (0.473, 0.554, 1.923)
H (1.443, -1.097, 0.995)
H (-1.709, 0.039, 2.429)
H (-2.680, 1.011, 1.264)
H (1.868, 1.668, -1.155)
H (-2.967, -1.990, -0.531)
H (-0.868, 2.041, -0.375)
H (-0.865, -1.517, 0.686)
H (-0.492, 1.923, 2.123)
H (3.372, -2.621, -2.409)
H (-0.918, 0.444, -1.780)
H (1.384, 3.022, 0.096)
H (2.038, 1.468, 0.514)

* HOMO energy: -12.226 eV
* spin multiplicity: 1
* frontier orbital gap: 9.225 eV
* charge: +1

Atom charges from the Löwdin analysis, given in e for atoms 1 to 4: atom 1 (S): 1.043, atom 2 (N): 0.004, atom 3 (N): -0.126, atom 4 (N): 0.077

=====

<Q>
The following is a quantum chemistry calculation of C8H14N3S as an isolated structure, from the OMol25 dataset.

Atoms and positions in Å:
S (-1.438, -0.834, 1.412)
N (-2.453, 0.568, 1.578)
N (-3.582, -2.871, -0.448)
N (-3.578, -0.619, -0.822)
C (2.435, 0.454, -1.434)
C (1.132, 0.287, 0.793)
C (3.425, 1.072, 0.831)
C (1.037, 0.627, -0.752)
C (2.385, 0.658, 1.480)
C (-0.008, -0.127, 1.233)
C (3.519, 1.214, -0.602)
C (-3.092, -1.690, -0.129)
H (-4.220, -3.003, -1.331)
H (-3.109, 0.220, -0.589)
H (-2.044, 1.164, 2.275)
H (0.695, 1.704, -0.763)
H (0.165, 0.137, -1.225)
H (-3.441, 0.447, 1.503)
H (3.601, 2.206, -1.032)
H (2.367, 0.369, 2.540)
H (4.518, 0.656, -0.655)
H (4.394, 1.198, 1.483)
H (2.341, 1.101, -2.429)
H (-4.037, -0.768, -1.711)
H (2.759, -0.589, -1.434)
H (-3.772, -3.582, 0.227)

* HOMO energy: -11.803 eV
* spin multiplicity: 1
* frontier orbital gap: 8.099 eV
* charge: +1

Atom charges from the Löwdin analysis, given in e for atoms 1 to 4: atom 1 (S): 1.037, atom 2 (N): -0.224, atom 3 (N): 0.074, atom 4 (N): 0.081

=====

In order of decreasing stability: <P>, <Q>.